Below is a cluster of 2 separate species, C7H14 in total in a non-equilibrium geometry, with properties calculated with the ωB97M-V functional and the def2-TZVPD basis.

Each line ends with the Mulliken charge.
CARTESIAN COORDINATES (ANGSTROEM)
1 C -0.234 -0.718 2.421  -0.809
2 C -0.758 0.648 1.896  -0.524
3 C 0.030 1.234 0.602  -0.785
4 C -0.042 0.508 -0.659  1.002
5 C 0.867 0.632 -1.689  -0.432
6 C 1.158 -0.532 -2.609  -1.060
7 C -1.099 -0.509 -0.791  -1.585
8 H -0.337 -1.460 1.657  0.220
9 H 0.822 -0.541 2.487  0.261
10 H -0.713 -1.219 3.338  0.304
11 H -1.805 0.661 1.519  0.337
12 H -0.641 1.470 2.636  0.298
13 H 0.102 2.327 0.534  0.348
14 H 1.630 1.212 1.696  0.094
15 H 1.619 1.384 -1.863  0.374
16 H 1.765 -0.151 -3.435  0.370
17 H 1.649 -1.357 -2.041  0.256
18 H 0.258 -0.918 -3.081  0.285
19 H -0.710 -1.521 -0.608  0.327
20 H -2.019 -0.578 -0.203  0.342
21 H -1.540 -0.571 -1.808  0.378

Kohn-Sham gap   0.2955 hartree
Energy above the lowest of the compared OMol25 structures with the same formula, charge and spin   494.0 kJ/mol
Spin multiplicity   1
E_tot   -7481.1744 eV
Charge   0